Entry 1:
# C42H59ClI2NO36

A structure of composition C42H59ClI2NO36 at a distorted geometry (ωB97M-V/def2-TZVPD, the Open Molecules 2025 dataset).

Values from the calculation:
Orbital gap: 0.3202 Eh
Net charge: +1
Spin multiplicity: 1
Molecular weight: 1443.17 g/mol
Max |F|: 2.135 eV/A
Highest occupied orbital energy: -11.773 eV

```
141
Properties=species:S:1:pos:R:3:forces:R:3
I -2.499104 7.173266 -0.527768 -0.45 0.17 -0.31
I 0.669300 5.684447 0.229709 0.38 0.24 -0.01
Cl -6.369390 2.403953 -1.440856 -0.13 -0.18 -0.86
O -4.329151 -7.623469 -0.534395 -0.07 0.20 0.06
O -5.722920 1.506253 -6.096175 -0.30 0.16 -0.22
O 0.148492 -2.694866 -0.073186 -0.20 0.12 0.35
O 0.135746 5.855857 7.887945 -0.19 0.36 0.07
O -4.129326 0.036300 -5.482795 0.15 0.05 0.21
O -2.403406 -7.973168 -1.592169 -0.07 0.43 -0.08
O 3.613264 -2.673162 0.821287 0.14 0.72 0.17
O 2.296866 -7.821596 -1.916754 -0.35 -0.06 0.07
O -5.314365 6.239406 -5.820907 -0.06 -0.18 -0.03
O 2.064213 4.805623 7.399300 0.08 -0.17 -0.09
O 4.211231 -6.894244 -2.626673 0.13 0.14 0.02
O 2.541932 5.929433 3.201768 -0.14 0.18 0.04
O 3.578621 6.629993 5.042650 -0.20 0.15 -0.20
O 2.875531 -11.359532 -3.859460 0.22 -0.17 -0.13
O 0.268224 1.748414 -5.450024 -0.20 0.16 0.48
O 2.162146 -4.154550 1.696576 -0.07 -0.30 -0.02
O -1.539717 -3.974337 0.595097 -0.16 -0.06 0.39
O 0.101188 -0.048684 -6.783627 -0.09 -0.15 -0.19
O 7.566778 9.553999 8.846182 0.26 0.30 0.06
O 1.003952 -11.089578 -2.636373 -0.05 0.10 -0.04
O 1.212780 -10.021772 -4.577697 -0.04 0.03 0.01
O 6.174630 8.430092 7.477397 -0.09 -0.12 0.01
O 4.345652 4.819683 3.955410 0.19 -0.39 -0.01
O -4.023816 7.418277 -4.398992 0.25 0.29 0.08
O -0.877475 -4.061342 -1.545440 0.09 0.27 0.09
O 6.411157 7.770742 9.593311 -0.11 -0.09 -0.04
O 3.556171 -4.778618 0.089821 0.15 -0.38 -0.23
O 1.801472 -0.481179 2.994995 0.40 0.21 -0.19
O -5.018281 5.515612 -3.734914 -0.08 -0.16 -0.03
O 0.806338 1.882705 -7.623659 0.08 -0.08 -0.23
O -0.101512 0.555456 3.576557 -0.39 0.01 -0.06
O -3.624276 -9.728905 -0.898656 -0.04 -0.43 0.03
O 0.125763 3.762117 7.060080 0.08 -0.08 -0.06
O -4.459790 1.882731 -4.277428 0.19 -0.17 0.12
O 4.024110 -9.099268 -2.558474 0.26 -0.05 -0.04
O 1.734554 1.739545 3.074197 0.28 0.10 -0.14
N -3.381208 4.243943 -0.141168 -0.48 1.28 0.00
C -0.091450 -10.158601 -2.691757 -0.12 0.05 -0.03
C 3.032871 -0.028249 2.371633 0.07 0.06 0.16
C 0.383222 1.244388 -6.518460 0.10 -0.09 -0.32
C -2.675853 -6.555753 -1.726270 0.04 -0.25 0.12
C 3.570754 5.711059 4.057350 -0.24 0.21 0.07
C -0.765084 -3.614206 -0.444635 0.22 0.18 -0.18
C 6.798833 8.677480 8.659805 -0.31 -0.38 -0.07
C -5.555286 2.423914 0.110152 -0.43 0.43 -0.35
C -3.034524 0.098276 -4.545076 0.05 0.11 -0.11
C -4.858068 1.161979 -5.366904 0.33 -0.11 0.18
C 5.504821 7.165326 7.570583 0.06 -0.03 0.26
C 1.124618 2.938985 6.436953 0.13 0.12 0.01
C 5.252358 -8.836383 -3.265088 0.02 0.06 0.00
C 3.163956 -3.769589 0.860564 -0.38 -0.31 0.06
C -5.629950 3.791216 0.686255 0.46 -0.43 -0.27
C 2.630714 7.662948 4.711877 -0.08 0.00 0.01
C 5.535923 -7.397826 -2.870057 -0.03 -0.17 0.00
C 3.408860 -7.938095 -2.333359 0.30 0.05 -0.23
C 2.948356 -5.993093 0.556845 -0.12 -0.11 0.25
C -1.095322 4.633497 0.177932 2.11 0.23 0.23
C -3.702076 -6.334955 -0.629231 0.11 -0.11 -0.13
C 1.727244 -5.471154 1.285485 0.17 0.10 -0.03
C 2.403121 3.443064 7.086523 -0.08 -0.03 -0.05
C 1.040300 0.596520 3.238357 0.18 -0.03 0.17
C -0.962701 3.227332 0.539125 0.07 -0.14 0.04
C -4.763689 4.802852 0.018870 0.02 -0.67 0.31
C -6.052538 4.691538 -4.298766 -0.25 -0.10 -0.06
C -0.169043 -2.254609 1.275025 -0.09 -0.21 -0.17
C -5.876489 4.908628 -5.788401 0.17 0.06 0.20
C -3.471388 -8.560512 -0.997059 0.15 0.41 -0.11
C -0.971184 -3.427807 1.803869 0.08 0.13 -0.07
C -4.714818 6.489302 -4.644169 -0.24 -0.27 0.00
C 3.128872 1.398065 2.878939 -0.08 -0.15 -0.03
C 1.684531 6.934796 3.774751 0.10 0.00 0.12
C 1.033270 0.905737 -8.655955 -0.09 -0.14 0.06
C 0.714260 4.902562 7.494426 0.21 -0.39 -0.16
C -0.150326 -9.831135 -4.172415 -0.02 -0.04 0.15
C -3.565510 1.069217 -3.510062 0.00 -0.05 0.13
C 0.132369 -0.236409 -8.210859 0.09 0.15 -0.06
C 1.805216 -10.875377 -3.701657 -0.35 0.14 0.08
C 5.308775 7.016805 9.070533 0.05 0.10 -0.14
C -2.226802 5.176010 -0.130292 -1.60 1.29 -0.55
H -1.551454 3.044294 1.395955 -0.73 -0.49 1.34
H -3.242833 -6.095287 0.328690 0.06 -0.02 0.03
H 6.153063 6.391252 7.156977 0.04 0.00 0.01
H 1.104001 3.117082 5.359917 0.02 0.02 0.00
H -6.805340 4.864852 -6.344275 -0.05 0.23 -0.06
H 0.869859 6.438928 4.304597 0.02 -0.02 0.05
H 0.865814 -5.366806 0.622966 0.08 -0.02 -0.06
H 3.264125 3.404526 6.425278 0.04 0.23 -0.04
H -0.754695 -1.334981 1.217948 -0.05 -0.05 -0.08
H -5.429473 3.760618 1.723810 0.40 -0.11 1.33
H 3.647542 -6.497543 1.224950 0.02 0.07 0.07
H 0.150050 -9.289337 -2.082450 0.10 0.01 -0.04
H 5.073547 -8.951307 -4.332734 -0.10 -0.02 -0.02
H -0.882184 -0.146477 -8.598546 -0.03 0.06 0.02
H 4.576581 7.177442 7.016973 -0.02 0.17 -0.05
H 2.140488 8.033951 5.606138 0.08 -0.14 0.17
H -5.166236 4.213518 -6.232401 0.06 0.00 0.02
H -2.780043 1.675561 -3.061751 -0.01 0.16 -0.16
H 2.640244 2.921137 8.013269 -0.06 -0.01 0.05
H 6.028111 -6.823640 -3.646945 -0.16 0.13 -0.08
H -1.747011 -3.141238 2.504803 -0.22 -0.02 -0.13
H -0.473162 -8.814656 -4.372759 0.18 0.10 -0.05
H 3.598763 2.083069 2.182796 -0.16 0.14 -0.06
H -1.003305 -10.612264 -2.317555 0.05 -0.20 0.05
H -4.569374 2.075187 -0.014652 1.29 -0.57 -0.29
H -4.133613 0.573900 -2.717571 -0.04 -0.03 -0.07
H 3.861428 -0.649057 2.686729 -0.07 -0.20 0.08
H -2.812970 -0.882536 -4.144061 -0.17 -0.20 -0.07
H -5.163416 5.100372 -0.907696 -0.08 0.31 -1.42
H -3.249883 3.633998 0.653196 0.18 -0.59 0.15
H -7.020001 5.049472 -3.941527 0.01 0.09 -0.02
H 6.114389 -7.320041 -1.949564 -0.03 -0.02 0.06
H -6.033553 1.730368 0.729455 -0.82 -1.02 0.93
H 2.693130 -6.647036 -0.264088 0.03 0.14 -0.24
H -2.149318 0.477534 -5.054556 0.00 0.06 -0.03
H -0.341669 -4.187288 2.262156 0.02 0.03 0.01
H 0.771931 1.308054 -9.628181 -0.09 0.20 0.04
H 2.931691 -0.108186 1.291671 -0.08 0.01 -0.03
H 3.162500 8.482319 4.229872 0.03 -0.02 -0.07
H -3.371201 3.706871 -0.999159 0.11 -0.39 -0.31
H -5.918835 3.660344 -3.999396 0.16 -0.01 0.02
H 4.377780 7.466292 9.417655 -0.01 0.05 -0.02
H -6.627580 4.096284 0.587111 -1.50 0.69 0.01
H -0.782989 -10.522036 -4.730478 0.02 -0.07 0.00
H 6.026751 -9.530133 -2.957468 -0.12 -0.13 0.16
H -3.080337 -6.368767 -2.722635 -0.06 -0.07 0.02
H -1.773326 -5.968364 -1.597078 0.01 -0.28 0.00
H 3.640905 1.464247 3.837571 -0.04 0.02 0.07
H 1.445928 -6.070469 2.145425 0.06 0.11 0.17
H 0.521562 -1.217311 -8.459601 0.07 -0.08 0.19
H -4.730928 5.638587 0.647483 0.42 1.37 0.76
H 0.031651 2.979852 0.805004 0.88 -0.45 0.07
H -1.326488 2.610007 -0.239842 -0.12 -0.98 -0.93
H 1.268686 7.573343 3.002516 0.10 -0.05 -0.17
H 0.728832 -2.069652 1.845291 0.20 -0.08 -0.18
H 5.351553 5.987354 9.410922 0.19 -0.01 0.10
H -4.434487 -5.571366 -0.872092 -0.16 -0.11 -0.03
H 0.928695 1.888717 6.625489 -0.17 -0.01 0.12
H 2.088172 0.634011 -8.654411 0.03 -0.02 0.06
```
Forces are in eV/Å.

Atomic partial charges in e from the Mulliken method, atoms 1 to 4: atom 1 (I): 0.262, atom 2 (I): 0.218, atom 3 (Cl): -0.115, atom 4 (O): -0.384



Entry 2:
# C42H61BN5O33

A cluster of 11 separate species, C42H61BN5O33 in total at a distorted geometry (ωB97M-V/def2-TZVPD, the Open Molecules 2025 dataset).

Values from the calculation:
Orbital gap: 0.2800 Eh
Net charge: +1
Spin multiplicity: 1
Molecular weight: 1174.76 g/mol
Max |F|: 5.755 eV/A
Highest occupied orbital energy: -11.665 eV

```
142
Properties=species:S:1:pos:R:3:forces:R:3
O 3.204503 -7.186398 2.287841 0.41 0.95 -0.14
O 0.079544 4.354779 5.821527 0.70 -0.54 -0.31
O -2.818529 0.684559 -3.421930 0.79 -0.01 -0.23
O -8.357341 5.878274 -8.739020 -0.13 -0.15 0.80
O 8.289471 0.265057 4.880370 -0.98 -1.66 -0.08
O 0.354936 -3.407858 -0.887620 -0.28 0.42 0.74
O 0.678935 -10.050800 0.616124 0.66 -0.39 0.07
O -2.619551 2.213210 5.164917 -0.19 0.45 -0.45
O 4.612411 -5.413371 2.311954 -1.00 -0.48 0.11
O -0.624372 0.293432 -3.826122 -0.62 0.77 -0.10
O -8.861908 6.611554 -6.658716 0.19 -0.36 -0.43
O -8.611430 4.411081 -7.035396 -0.09 0.53 -0.39
O -0.314705 -2.343594 0.999217 0.28 0.01 -0.53
O 1.482234 2.790460 4.979336 0.52 0.74 0.82
O 1.866933 -11.638934 1.707117 -0.15 0.51 -0.46
O -7.173003 2.699139 1.252357 -0.16 0.38 -0.55
O 2.514166 -10.971731 -0.336399 -0.52 0.11 0.43
O -2.954467 2.197675 -8.239175 -0.04 0.56 -0.24
O -2.568802 4.322299 -8.922127 -0.43 -0.60 0.15
O -5.316386 4.986297 -4.571558 0.62 0.42 -0.89
O -4.599666 3.371748 -9.216335 0.73 0.09 0.24
O -1.409934 2.412089 -3.693402 0.08 -0.89 0.09
O -5.150846 5.538085 -6.771206 0.19 -0.22 1.03
O 2.423677 -5.137763 1.805624 0.81 -0.01 0.21
O 8.529270 -1.124474 6.684560 0.57 -0.01 -4.42
O 2.240253 4.363649 6.421876 -0.49 -0.59 -0.51
O -1.972635 2.863493 3.116009 -0.74 0.05 0.37
O -7.343157 3.282637 -0.928061 0.07 0.20 0.76
O -3.839702 3.749849 4.032650 0.53 -0.45 0.08
O -1.210889 -1.807846 -1.010387 0.45 -0.47 0.97
O 3.626004 -2.595550 -0.186001 -0.90 1.87 2.33
O -3.595302 6.262359 -5.320760 -0.75 -0.46 0.25
O -7.298627 4.869417 0.686092 0.05 -0.57 -0.25
N 2.404480 -0.419177 -0.072014 0.81 -0.37 2.14
N 6.585481 -1.477955 0.069843 0.86 -1.55 4.03
N 3.909593 -0.451691 2.881755 3.78 -0.82 -2.39
N 4.656418 -0.051830 3.901807 2.84 -0.35 -1.10
N 1.972972 -0.012819 4.419758 0.39 -0.96 -0.57
C 1.783930 -7.288186 2.239294 -0.67 -0.77 0.19
C -0.385257 -2.504370 -0.191785 -0.25 0.12 0.04
C 6.918500 -0.519943 2.534612 -5.54 -0.47 -1.50
C -1.533259 1.059635 -3.662198 0.50 -0.17 -0.15
C -8.690910 4.581628 -5.627600 0.24 -0.67 0.81
C -9.297722 5.943708 -5.483623 -0.39 0.32 0.71
C -5.060878 2.031430 -9.112382 -0.80 -0.34 -0.31
C 2.885733 -12.537735 1.286679 0.28 -0.76 0.38
C -7.277672 3.587900 0.228017 -0.06 -0.24 -0.84
C -3.305547 3.384160 -8.804098 0.30 0.54 -0.18
C -4.345756 6.483429 -7.468374 -0.11 0.50 -1.00
C 7.092389 -2.687483 0.344126 0.41 0.10 -0.56
C -3.537008 1.859604 -3.059985 -0.89 0.16 0.38
C -3.111797 6.563479 -6.624573 0.88 0.27 -0.39
C -4.148261 1.441287 -8.080169 -0.13 -0.71 0.44
C 8.659662 -0.999339 5.454941 -0.44 -0.39 3.13
C -8.588719 5.654353 -7.586339 0.26 0.16 -0.98
C 6.402304 -3.750677 1.302116 1.03 0.14 0.23
C 2.054541 -1.091667 5.439021 1.25 -1.32 -0.30
C 1.673683 5.572212 6.916103 0.36 0.79 0.40
C -4.739325 5.545172 -5.472113 -0.50 -0.30 0.52
C -1.572095 1.335136 4.768884 0.29 -0.70 0.35
C 6.038515 -0.070939 3.717202 1.90 -0.26 -0.48
C 9.150524 -2.134785 4.454222 0.62 0.95 -0.39
C 1.285587 3.749517 5.678215 0.27 -0.11 0.00
C 0.202704 5.288862 6.887988 -0.64 0.53 0.55
C 3.515318 -5.873259 2.150510 0.46 -0.28 0.22
C -6.892988 3.448148 2.429383 0.40 -0.30 0.80
C 4.517328 -0.872222 1.675519 0.20 -0.29 -0.90
C -2.726120 2.952541 -3.684728 -0.34 0.92 -0.14
C 8.518240 -3.120296 -0.283184 -1.20 -0.85 0.15
C 6.873161 0.485648 4.997571 -2.03 0.52 -0.36
C 1.382269 -6.056108 1.488210 -0.96 0.00 -0.49
C 3.559213 -11.787391 0.177759 0.80 -0.16 -0.34
C -2.898325 3.010963 4.098401 -0.48 0.45 -0.14
C -0.909349 2.084416 3.654683 0.86 0.13 -0.38
C 2.393143 -0.431360 3.081712 -2.28 0.91 1.05
C 6.016821 -0.994678 1.329292 -0.60 1.52 3.89
C 1.600620 -10.816223 0.658419 -0.59 0.35 -0.06
C -7.430805 4.807377 2.100586 -0.20 0.62 0.53
C -0.838564 -2.119320 -2.349288 0.05 0.16 -0.89
C -0.171716 -3.452911 -2.209961 0.00 -0.60 -0.71
B 3.477191 -1.297020 0.458543 -0.47 -1.22 -1.69
H -6.108262 2.003294 -8.809197 0.10 0.23 -0.07
H -4.881982 7.435471 -7.519241 -0.02 -0.09 0.09
H 1.865299 -0.755893 6.507882 -0.02 -0.20 -1.61
H -4.557524 1.826289 -3.442853 0.14 -0.15 0.03
H 6.628338 1.610056 5.039668 0.80 -1.65 -0.05
H -7.382418 3.004494 3.297437 0.01 -0.11 -0.20
H 6.638874 -4.814447 0.929770 -0.43 1.78 0.42
H -0.878082 -4.285458 -2.281378 0.06 0.02 0.08
H 8.707036 -4.225952 -0.026350 -0.34 1.70 -0.41
H 9.595813 -1.652633 3.505580 -0.79 -0.68 1.49
H -0.152205 4.820885 7.810284 0.03 -0.02 -0.09
H -9.306471 3.802192 -5.176169 0.05 -0.01 -0.22
H 5.283760 -3.630206 1.416541 1.71 0.12 -0.42
H -3.961103 0.379637 -8.246475 0.18 0.15 0.03
H -4.522424 1.580726 -7.061497 0.01 0.04 -0.06
H 9.993434 -2.759530 4.905374 -1.50 0.84 -0.33
H -2.652077 7.552250 -6.650277 -0.08 -0.09 0.22
H 3.121797 -1.532696 5.409076 -1.45 0.48 0.42
H -1.714305 -2.156328 -2.997519 0.01 0.16 0.23
H -3.029379 3.162385 -4.714406 0.04 -0.03 0.06
H 2.379047 0.876946 4.725195 -0.30 -0.47 -0.25
H -8.487638 4.914692 2.362304 0.05 -0.02 -0.05
H 0.412863 -5.670436 1.805466 0.21 0.17 -0.02
H 1.967496 0.346691 2.348196 0.92 -1.41 1.00
H -3.569779 1.932354 -1.969394 0.02 -0.02 -0.08
H -0.160901 -1.348972 -2.714349 -0.12 -0.20 0.12
H -0.491493 1.420047 2.896295 -0.19 0.11 -0.06
H 3.952346 -12.448945 -0.595121 -0.15 0.18 -0.05
H 0.623476 -3.600052 -2.941654 0.05 0.01 0.25
H 1.475976 -8.203664 1.732222 0.18 0.09 0.08
H -2.761683 3.878191 -3.109721 0.15 -0.09 -0.12
H -8.950178 6.462901 -4.589492 0.03 0.08 -0.20
H 6.403500 0.021350 5.925540 0.90 0.51 -1.08
H 2.037461 5.790494 7.920691 0.10 -0.18 -0.14
H 2.419032 -13.464887 0.942471 0.00 0.08 0.00
H -2.364228 5.816809 -6.905114 -0.10 0.03 -0.01
H 8.535949 -3.026858 -1.418836 0.06 0.20 1.58
H 8.050965 -0.518402 2.496735 -1.81 0.18 0.27
H 1.371058 -1.972396 5.140546 0.76 1.57 0.60
H 1.521461 -0.764018 0.370494 0.49 0.08 -1.09
H -4.960206 1.546360 -10.087409 0.04 0.05 0.06
H 6.835870 -3.717854 2.372849 -0.52 0.06 -1.63
H -0.391262 6.182323 6.693151 -0.03 -0.22 -0.15
H -0.121362 2.755748 4.012060 -0.67 -0.44 -0.38
H 4.366410 -11.142900 0.537756 -0.07 -0.02 0.00
H -4.134258 6.141362 -8.481429 -0.15 -0.12 0.18
H -7.682423 4.525994 -5.208427 -0.06 0.06 -0.02
H -5.812506 3.454196 2.595601 -0.09 0.05 0.01
H 2.492961 0.547813 0.274575 -0.04 -0.49 -0.39
H 3.369162 -3.287083 0.466386 0.43 0.18 -0.64
H -0.893581 1.137994 5.600119 -0.16 0.13 0.01
H 1.365102 -6.211522 0.406052 0.05 0.03 0.08
H -6.864514 5.606900 2.579932 -0.02 -0.02 -0.23
H 1.932293 -1.474126 2.910339 1.04 1.57 -0.12
H 9.341902 -2.517368 0.225397 -1.23 -0.54 -0.86
H 1.955408 6.392855 6.250503 -0.02 -0.10 0.01
H 1.395645 -7.300508 3.261771 0.08 0.04 -0.05
H -2.010794 0.389675 4.436389 0.00 0.06 0.02
H 3.565131 -12.767095 2.108472 -0.21 0.11 0.04
H 8.260237 -2.779967 4.146923 1.19 0.85 0.59
H -10.391396 5.916774 -5.475843 0.05 0.00 -0.04
```
Forces are in eV/Å.

Atomic partial charges in e from the Mulliken method, atoms 1 to 4: atom 1 (O): -0.321, atom 2 (O): -0.239, atom 3 (O): -0.348, atom 4 (O): -0.549



- What is the formula in the second record?
  C42H61BN5O33